<i>
{
  "formula": "C4H12O3",
  "method": "ωB97M-V/def2-TZVPD",
  "elements": ["O", "C", "C", "C", "C", "O", "H", "H", "H", "H", "H", "H", "H", "H", "H", "H", "O", "H", "H"],
  "coordinates": [[-0.9376, -1.2170, 1.0733], [-1.1551, -1.2247, -0.4149], [-1.2631, 0.1301, -1.0259], [-0.0706, 0.9018, -1.4635], [1.0179, 1.0771, -0.3945], [1.5568, -0.2097, 0.1093], [-0.0670, -0.8196, 1.2861], [-2.2134, -1.6112, -0.5710], [-0.5105, -1.9980, -0.9252], [-1.9401, 0.6481, -0.3280], [-1.9188, 0.1517, -1.9704], [0.4784, 0.4806, -2.5110], [-0.3260, 1.9931, -1.7534], [1.8255, 1.7561, -0.6857], [0.4757, 1.6171, 0.3950], [1.3742, -0.8212, -0.6612], [1.5218, -0.5251, 3.3571], [1.4985, 0.2413, 2.7641], [0.6533, -0.5704, 3.7200]],
  "gap_ev": 11.2,
  "lumo_energy_ha": 0.02721,
  "charge": 0,
  "multiplicity": 1,
  "e_homo_ha": -0.3827
}


<ii>
{
  "formula": "C4H12O3",
  "method": "ωB97M-V/def2-TZVPD",
  "elements": ["O", "C", "C", "C", "C", "O", "H", "H", "H", "H", "H", "H", "H", "H", "H", "H", "O", "H", "H"],
  "coordinates": [[3.0727, 0.4301, -0.0097], [2.0435, -0.5552, -0.1982], [1.2091, -0.1861, -1.4395], [-0.2378, 0.3519, -1.2822], [-1.3201, -0.6360, -0.8989], [-1.0691, -1.0815, 0.4549], [2.9158, 1.1581, 0.5764], [1.4989, -0.7170, 0.7267], [2.6210, -1.4451, -0.4529], [1.0643, -1.0465, -2.0996], [1.7979, 0.6073, -1.8854], [-0.3228, 1.1930, -0.5992], [-0.4492, 0.6027, -2.3278], [-2.2504, -0.0528, -0.8403], [-1.6001, -1.4780, -1.5316], [-1.4129, -1.9641, 0.5729], [-2.9642, 1.6028, 2.7610], [-2.1026, 1.1607, 2.7744], [-3.6639, 0.9470, 2.6979]],
  "gap_ev": 10.7,
  "lumo_energy_ha": 0.02157,
  "charge": 0,
  "multiplicity": 1,
  "e_homo_ha": -0.3705
}


Name the most stable of them. <ii>.


<i>
{
  "formula": "C4H12O3",
  "method": "ωB97M-V/def2-TZVPD",
  "elements": ["C", "C", "O", "C", "C", "O", "H", "H", "H", "H", "H", "H", "H", "H", "H", "H", "O", "H", "H"],
  "coordinates": [[1.2852, 1.4718, 0.0342], [0.7127, 0.0106, -0.0177], [1.0534, -0.5829, -1.3820], [-0.6182, -0.2033, 0.4522], [-0.8124, -1.0362, 1.7221], [-2.2727, -1.0556, 2.2567], [2.3782, 1.4134, -0.2182], [1.3759, 1.9956, 0.9651], [0.9459, 2.1713, -0.6399], [1.4929, -0.6842, 0.6742], [1.3383, 0.1089, -1.9429], [-1.1803, 0.7074, 0.8589], [-1.2481, -0.6163, -0.2557], [-0.2543, -2.0345, 1.8602], [-0.2386, -0.5627, 2.6481], [-2.0705, -1.3565, 3.1046], [-0.8519, 0.4648, -3.3962], [-0.5677, -0.1383, -2.6491], [-0.4680, -0.0733, -4.0746]],
  "gap_ev": 11.1,
  "lumo_energy_ha": 0.02862,
  "charge": 0,
  "multiplicity": 1,
  "e_homo_ha": -0.3810
}


<ii>
{
  "formula": "C4H12O3",
  "method": "ωB97M-V/def2-TZVPD",
  "elements": ["C", "C", "C", "C", "O", "H", "H", "H", "H", "H", "H", "H", "H", "O", "H", "H", "O", "H", "H"],
  "coordinates": [[1.5448, -0.4181, 2.0626], [1.5911, -0.9218, 0.6234], [0.8080, -0.2122, -0.2706], [0.1622, -0.8819, -1.4594], [1.0907, 1.1701, -0.3179], [0.4958, -0.1682, 2.2757], [2.2238, 0.4595, 2.1113], [1.9866, -1.2302, 2.7385], [2.3908, -1.5647, 0.3159], [0.1593, -2.0335, -1.1819], [0.9093, -0.9710, -2.2850], [-0.8186, -0.5060, -1.7760], [1.0993, 1.4481, 0.6092], [-1.5070, 1.8302, 1.3552], [-1.0285, 1.4016, 0.6542], [-2.2527, 1.2372, 1.4911], [-2.9931, 0.5712, -1.9480], [-3.5332, -0.0756, -2.4238], [-2.3286, 0.8652, -2.5746]],
  "gap_ev": 8.0,
  "lumo_energy_ha": 0.01768,
  "charge": 0,
  "multiplicity": 1,
  "e_homo_ha": -0.2774
}


<iii>
{
  "formula": "C4H12O3",
  "method": "ωB97M-V/def2-TZVPD",
  "elements": ["O", "C", "C", "C", "C", "O", "H", "H", "H", "H", "H", "H", "H", "H", "H", "H", "O", "H", "H"],
  "coordinates": [[-0.4536, 3.0478, 1.3362], [-0.0717, 1.7798, 0.8257], [-1.0693, 0.6974, 1.1691], [-0.4520, -0.6688, 0.8666], [-1.5658, -1.6819, 0.5092], [-2.6031, -1.4281, 1.5048], [-0.0257, 3.7396, 0.8347], [0.1558, 1.7631, -0.2553], [0.9294, 1.5521, 1.2751], [-1.2907, 0.8707, 2.2301], [-1.8566, 0.8731, 0.4399], [0.1777, -0.9773, 1.7091], [0.1455, -0.7580, -0.0352], [-1.2779, -2.7135, 0.7210], [-1.8857, -1.4918, -0.5280], [-3.2314, -2.1456, 1.3821], [4.7618, -0.4487, -4.4392], [4.4068, -1.3353, -4.2803], [5.2065, -0.6745, -5.2657]],
  "gap_ev": 10.8,
  "lumo_energy_ha": 0.03128,
  "charge": 0,
  "multiplicity": 1,
  "e_homo_ha": -0.3654
}


<iv>
{
  "formula": "C4H12O3",
  "method": "ωB97M-V/def2-TZVPD",
  "elements": ["O", "C", "C", "C", "C", "O", "H", "H", "H", "H", "H", "H", "H", "H", "H", "H", "O", "H", "H"],
  "coordinates": [[2.0443, 0.3851, -1.0688], [1.4816, -0.1335, 0.1264], [0.2589, -1.0326, -0.1298], [-0.6723, -1.0782, 1.1039], [-1.7883, -0.0385, 1.0466], [-1.3098, 1.2489, 0.7088], [2.1938, -0.2912, -1.7482], [2.1718, -0.7241, 0.7408], [1.1365, 0.7623, 0.6379], [-0.3483, -0.7070, -0.9637], [0.5773, -2.0228, -0.4420], [-0.0909, -0.7140, 1.9388], [-1.1866, -2.0372, 1.1384], [-2.2917, 0.0165, 2.0168], [-2.5748, -0.2729, 0.3097], [-0.7199, 1.0664, -0.0403], [0.0043, 1.7143, -1.6545], [0.9038, 1.4135, -1.4773], [0.2103, 2.4452, -2.2436]],
  "gap_ev": 10.3,
  "lumo_energy_ha": 0.02321,
  "charge": 0,
  "multiplicity": 1,
  "e_homo_ha": -0.3538
}


Name the most stable of them. <iv>.


<i>
{
  "formula": "C4H12O3",
  "method": "ωB97M-V/def2-TZVPD",
  "elements": ["O", "C", "C", "C", "C", "O", "H", "H", "H", "H", "H", "H", "H", "H", "H", "H", "O", "H", "H"],
  "coordinates": [[-0.4568, 1.5235, 0.7057], [-1.1703, 0.2881, 0.4426], [-0.0625, -0.7168, 0.1796], [-0.4305, -2.2130, 0.4421], [0.3206, -2.7982, 1.7091], [1.7611, -2.5496, 1.6568], [-0.9437, 2.0125, 1.3419], [-1.7611, -0.1731, 1.2500], [-1.8306, 0.7554, -0.4131], [0.7141, -0.4994, 0.8486], [0.3413, -0.5374, -0.8064], [-0.4945, -2.7690, -0.5035], [-1.5202, -2.1985, 0.7815], [0.0619, -3.8989, 1.6564], [-0.1969, -2.3954, 2.7012], [1.9929, -3.2872, 0.9931], [0.1732, 5.2686, -4.3418], [0.5794, 6.0317, -3.9658], [-0.7061, 5.6583, -4.6902]],
  "gap_ev": 10.9,
  "lumo_energy_ha": 0.03396,
  "charge": 0,
  "multiplicity": 1,
  "e_homo_ha": -0.3658
}


<ii>
{
  "formula": "C4H12O3",
  "method": "ωB97M-V/def2-TZVPD",
  "elements": ["C", "C", "O", "C", "O", "C", "H", "H", "H", "H", "H", "H", "H", "H", "H", "H", "O", "H", "H"],
  "coordinates": [[-2.6859, -3.9664, -1.9457], [-2.1619, -3.2094, -0.7783], [-0.7220, -2.8065, -0.8104], [-0.2429, -2.3433, 0.4315], [-0.7518, -1.0652, 0.7030], [0.0000, 0.0000, 0.0000], [-2.2337, -4.9693, -2.0245], [-2.4583, -3.4044, -2.8671], [-3.7800, -4.0793, -1.8636], [-2.3736, -3.8661, 0.0874], [-2.7551, -2.2834, -0.6513], [-0.5788, -2.9737, 1.2772], [0.8606, -2.4127, 0.3776], [-0.5344, 0.9647, 0.0185], [0.0802, -0.3377, -1.0470], [1.0168, 0.1533, 0.3991], [0.9815, -5.8420, -2.4367], [1.7098, -5.4080, -2.9362], [0.4529, -5.0967, -2.0714]],
  "gap_ev": 11.2,
  "lumo_energy_ha": 0.03261,
  "charge": 0,
  "multiplicity": 1,
  "e_homo_ha": -0.3794
}


Name the most stable of them. <ii>.